# 1
Formula: C2H6Cl2O
Source: the OMol25 dataset
Level of theory: ωB97M-V/def2-TZVPD

Geometry (Å):
Cl 0.493 -1.004 3.446
Cl -0.007 -2.511 0.746
O -0.349 1.343 -4.186
C 0.506 -0.151 1.891
C -0.516 -0.770 0.976
H -1.576 -0.697 1.288
H -0.363 2.318 -4.053
H 1.546 -0.133 1.513
H 0.472 1.043 -3.736
H 0.224 0.888 2.149
H -0.431 -0.326 -0.034

Computed properties:
E in eV: -29263.568
Kohn-Sham gap in hartree: 0.407
Relative energy (zero: lowest compared OMol25 entry of this formula, charge and spin) in kcal per mole: 7.5



# 2
Formula: C31H51ClN7O3S2Si2Ti
Source: the OMol25 dataset
Level of theory: ωB97M-V/def2-TZVPD

Geometry (Å):
Ti 1.154 0.822 0.904
Cl 3.899 0.388 3.159
S 0.003 2.473 -1.587
S -4.565 -7.521 -1.413
Si 2.954 -1.242 -1.137
Si 3.401 1.909 -1.494
O -1.041 -1.365 2.535
O 0.833 -1.018 1.268
O -0.058 2.021 -0.031
N 0.068 3.261 3.960
N -4.882 -6.227 -0.475
N -3.631 -1.611 -1.203
N 0.039 1.243 2.730
N -2.338 -2.296 -3.434
N -3.943 -6.828 -2.754
N -0.225 1.194 5.085
C 0.268 -0.180 5.111
C 0.012 -1.784 1.987
C 2.874 1.336 1.919
C -1.073 4.021 -1.493
C -2.537 2.303 -2.604
C -1.496 1.484 5.815
C 0.481 -3.222 2.090
C -2.270 3.815 -2.382
C -3.209 -4.591 -3.308
C -1.856 -2.621 -4.634
C -2.893 -4.831 -4.697
C -4.417 -5.164 -1.218
C -3.022 -3.299 -2.750
C -4.433 -3.819 -0.716
C 3.124 3.687 -0.793
C -2.122 -3.821 -5.302
C 3.327 2.316 -3.349
C -4.257 -1.220 -0.055
C -3.822 -5.545 -2.454
C 1.420 -2.142 -1.838
C -0.008 1.886 3.892
C 2.272 0.525 -0.951
C 5.227 1.468 -1.153
C 3.736 -1.814 0.423
C 0.291 3.928 5.218
C -3.681 -2.909 -1.490
C -5.041 -3.382 0.478
C -1.325 1.438 -2.323
C -0.013 4.225 2.877
C 4.331 -1.347 -2.356
C -4.999 -2.027 0.799
H -1.370 -1.794 -5.176
H 4.291 2.355 -3.858
H 4.421 -0.458 -3.032
H -0.704 4.021 5.695
H -0.427 4.866 -1.739
H 5.325 0.483 -0.661
H 4.017 4.273 -1.019
H 1.802 -3.033 -2.339
H 4.232 -2.239 -3.074
H 0.110 -3.757 1.212
H 0.618 4.927 4.994
H 5.322 -1.472 -1.771
H -1.436 4.042 -0.484
H -1.637 -4.016 -6.263
H 2.510 2.218 2.500
H -3.207 -5.759 -5.077
H -0.921 1.060 -3.272
H -2.241 0.730 5.563
H -0.519 0.354 2.767
H 2.299 4.137 -1.361
H 2.943 3.816 0.286
H 0.977 -1.408 -2.539
H 2.771 1.538 -3.849
H -0.844 4.948 3.019
H 3.054 -1.946 1.235
H 0.994 4.695 2.684
H 5.623 2.116 -0.373
H -5.692 -4.015 1.078
H -0.389 -0.854 4.538
H 1.049 3.406 5.778
H 1.590 -3.226 2.111
H 0.696 -2.347 -1.036
H 1.407 0.594 -1.650
H 4.508 -1.120 0.762
H -1.918 2.442 5.511
H -1.288 1.434 6.944
H -4.152 -0.135 0.199
H -3.331 1.979 -1.963
H -0.241 3.772 1.872
H 0.318 -0.506 6.133
H -2.797 2.204 -3.699
H -5.356 -1.550 1.740
H -3.174 4.377 -2.062
H 1.260 -0.116 4.683
H 3.685 1.714 1.242
H -0.047 -3.561 3.007
H 2.772 3.239 -3.423
H 5.941 1.564 -1.952
H -1.554 0.595 -1.602
H 4.234 -2.764 0.239
H -2.087 4.263 -3.380

Computed properties:
E in eV: -122611.610
Kohn-Sham gap (alpha / beta) in hartree: 0.203 / 0.250
Multiplicity: 2
Relative energy (zero: lowest compared OMol25 entry of this formula, charge and spin) in kcal per mole: 22.2



# 3
Formula: C14H14N2O3S
Source: the OMol25 dataset
Level of theory: ωB97M-V/def2-TZVPD

Geometry (Å):
S 1.527 0.217 1.446
O 2.105 1.536 1.580
O 4.116 0.144 3.116
O 1.842 -0.628 0.288
N 3.297 -1.565 4.521
N 1.855 -0.718 2.918
C 2.307 -2.032 5.307
C 4.552 -1.952 4.805
C 3.066 -0.546 3.342
C -0.852 1.648 1.453
C 2.552 -2.910 6.372
C -0.250 0.379 1.506
C 1.421 -3.411 7.216
C -2.241 1.699 1.613
C -4.491 0.595 2.031
C -0.998 -0.795 1.494
C 4.889 -2.827 5.855
C 3.845 -3.330 6.655
C -2.370 -0.686 1.662
C -3.018 0.544 1.746
H 0.489 -2.947 6.879
H -0.292 2.572 1.330
H -5.081 0.089 1.265
H 1.319 -1.671 5.049
H -2.739 2.662 1.669
H 5.313 -1.520 4.179
H 1.303 -4.503 7.177
H -2.962 -1.585 1.760
H 1.549 -3.206 8.288
H -4.820 1.629 2.094
H -4.717 0.067 2.961
H 4.008 -4.018 7.467
H 5.931 -3.071 6.002
H -0.545 -1.780 1.405

Computed properties:
E in eV: -34701.842
Kohn-Sham gap in hartree: 0.299
Relative energy (zero: lowest compared OMol25 entry of this formula, charge and spin) in kcal per mole: 61.1



# 4
Formula: C6H10O
Source: the OMol25 dataset
Level of theory: ωB97M-V/def2-TZVPD

Geometry (Å):
O 0.834 -1.697 0.901
C 0.978 1.501 -0.046
C -0.431 1.350 -0.578
C -0.173 -2.153 -1.233
C 0.325 1.453 1.371
C -0.168 -1.849 0.241
C -0.991 1.306 0.636
H -0.821 -1.444 -1.760
H 0.843 -2.100 -1.632
H 0.435 2.369 1.962
H -0.583 -3.157 -1.401
H 1.656 0.665 -0.252
H -2.016 1.206 0.986
H 1.478 2.444 -0.295
H -0.828 1.303 -1.590
H -1.168 -1.786 0.720
H 0.628 0.590 1.972

Computed properties:
E in eV: -8429.539
Kohn-Sham gap in hartree: 0.387
Relative energy (zero: lowest compared OMol25 entry of this formula, charge and spin) in kcal per mole: 39.2



# 5
Formula: C3H9N2O
Source: the OMol25 dataset
Level of theory: ωB97M-V/def2-TZVPD

Geometry (Å):
O -1.576 -0.226 -1.532
N -1.545 -0.075 -0.244
N 0.926 -0.320 0.074
C 1.614 0.698 0.180
C -1.864 1.248 -0.042
C 1.379 -1.583 0.558
H 1.439 -2.240 -0.354
H -0.957 1.592 0.511
H -2.130 1.715 -0.932
H 2.291 -1.599 1.169
H -2.646 1.505 0.723
H 0.524 -1.888 1.232
H -1.214 -1.103 -1.774
H 1.202 1.745 -0.247
H 2.557 0.529 0.679

Computed properties:
E in eV: -8270.964
Kohn-Sham gap (alpha / beta) in hartree: 0.354 / 0.241
Charge: +1
Multiplicity: 3
Relative energy (zero: lowest compared OMol25 entry of this formula, charge and spin) in kcal per mole: 74.0



# 6
Formula: C2HBrN2O2
Source: the OMol25 dataset
Level of theory: ωB97M-V/def2-TZVPD

Geometry (Å):
Br 2.538 -0.451 0.060
O -1.687 1.042 0.635
O 2.512 3.522 -0.388
N 2.582 2.384 -0.203
N -0.910 0.980 -0.262
C -0.081 0.962 -1.062
C 2.198 1.277 0.016
H 0.245 0.499 -2.001

Computed properties:
E in eV: -79200.668
Kohn-Sham gap in hartree: 0.340
Relative energy (zero: lowest compared OMol25 entry of this formula, charge and spin) in kcal per mole: 137.3



# 7
Formula: C4H6N2
Source: the OMol25 dataset
Level of theory: ωB97M-V/def2-TZVPD

Geometry (Å):
N 1.864 0.255 1.493
N 2.768 0.247 0.637
C 1.741 0.143 -0.534
C -1.417 -0.445 -0.503
C 0.765 0.170 0.407
C -0.681 0.312 0.591
H -0.845 -1.139 -1.112
H -1.888 0.207 -1.209
H -1.014 1.291 0.253
H 1.905 -0.186 -1.521
H -0.960 0.159 1.689
H -2.239 -1.014 -0.192

Computed properties:
E in eV: -7220.378
Kohn-Sham gap (alpha / beta) in hartree: 0.314 / 0.314
Relative energy (zero: lowest compared OMol25 entry of this formula, charge and spin) in kcal per mole: 120.2



# 8
Formula: C18H18FNO3
Source: the OMol25 dataset
Level of theory: ωB97M-V/def2-TZVPD

Geometry (Å):
F 3.836 4.794 0.616
O -0.455 0.978 -1.809
O 1.278 -0.445 -1.781
O -3.120 -1.231 -1.951
N -1.079 -1.937 -1.287
C 0.372 1.104 1.814
C -1.917 -1.082 -1.887
C -1.004 1.009 1.699
C 3.097 3.798 0.095
C 1.028 3.034 -0.803
C 2.907 1.532 -0.595
C 0.525 -1.288 1.783
C -1.235 0.096 -2.608
C 0.808 0.647 -1.543
C -1.526 -2.741 1.751
C 3.673 2.548 -0.061
C 1.786 4.058 -0.271
C 1.137 -0.048 1.842
C -1.558 -3.201 -0.762
C -1.614 -0.231 1.653
C 1.582 1.766 -0.962
C -0.857 -1.396 1.708
C -2.378 -3.056 0.520
H -2.905 -3.997 0.692
H 3.316 0.543 -0.736
H -2.690 -0.295 1.589
H 2.212 0.019 1.921
H -0.085 -1.747 -1.301
H -1.606 1.906 1.664
H 1.130 -2.183 1.816
H -0.604 -0.324 -3.402
H -0.770 -3.520 1.872
H -2.176 -2.771 2.631
H -0.693 -3.844 -0.594
H 0.847 2.072 1.886
H -2.020 0.719 -3.043
H -2.199 -3.656 -1.526
H 0.004 3.207 -1.091
H 1.380 5.048 -0.135
H 4.698 2.390 0.234
H -3.125 -2.279 0.360

Computed properties:
E in eV: -29309.411
Kohn-Sham gap in hartree: 0.331
Relative energy (zero: lowest compared OMol25 entry of this formula, charge and spin) in kcal per mole: 0.0



# 9
Formula: C2H4CdO2
Source: the OMol25 dataset
Level of theory: ωB97M-V/def2-TZVPD

Geometry (Å):
Cd -1.103 0.335 -2.526
O 0.121 -1.704 2.512
O -0.043 1.804 -1.937
C -0.038 1.178 -0.746
C -0.043 -0.177 -0.525
H -0.114 1.865 0.115
H 0.076 -1.202 1.549
H 0.282 -0.791 -1.415
H 0.863 -1.307 2.975

Computed properties:
E in eV: -10791.653
Kohn-Sham gap (alpha / beta) in hartree: 0.213 / 0.284



# 10
Formula: C3H5N3OS
Source: the OMol25 dataset
Level of theory: ωB97M-V/def2-TZVPD

Geometry (Å):
S 2.670 0.141 -0.341
O 0.131 0.618 0.608
N -0.537 -1.482 -0.370
N 1.720 -1.048 0.295
N -1.837 -1.100 -0.091
C 0.395 -0.688 0.082
C -0.984 1.136 -0.263
C -2.077 0.161 -0.180
H -3.112 0.383 0.216
H 2.068 -2.085 0.333
H 3.335 0.378 0.703
H -1.339 2.114 0.261
H -0.434 1.474 -1.252

Computed properties:
E in eV: -20541.671
Kohn-Sham gap in hartree: 0.350
Relative energy (zero: lowest compared OMol25 entry of this formula, charge and spin) in kcal per mole: 92.0



# 11
Formula: C48H61I2N6O4SSiY
Source: the OMol25 dataset
Level of theory: ωB97M-V/def2-TZVPD

Geometry (Å):
I 1.914 -2.637 -1.784
I 2.320 -5.109 -0.778
Y 0.221 -0.041 0.038
S 1.486 0.187 -2.672
Si -1.617 3.060 -0.726
O 2.385 -0.533 0.744
O 2.335 -2.514 1.703
O -1.534 -1.448 -0.657
O -3.225 -0.081 -3.927
N -1.483 1.276 -0.666
N 0.470 -0.614 -4.976
N 4.836 -3.006 1.611
N 1.076 2.097 0.693
N 0.198 0.404 2.496
N -1.034 0.375 -3.524
C -1.093 2.433 -7.310
C -1.167 -2.750 4.915
C -3.980 1.230 -0.922
C 4.485 -1.689 1.100
C -1.530 -2.857 -0.678
C 2.977 -1.517 1.184
C 1.761 -1.045 -5.509
C 0.734 5.028 -2.562
C -2.802 0.890 -8.031
C -2.195 0.327 -4.381
C 0.643 1.523 2.931
C -2.044 0.869 -5.752
C -1.536 -5.604 -0.712
C 2.663 3.429 -0.778
C -1.428 -3.538 0.518
C 2.050 -0.820 4.454
C -0.753 6.315 -0.978
C -3.949 -1.525 -0.973
C 2.918 4.062 -1.932
C -1.626 -3.511 -1.893
C 0.994 -3.457 -5.803
C -0.268 -0.621 3.381
C 0.344 5.267 -1.133
C -1.151 1.905 -6.032
C -5.163 0.522 -1.058
C -1.630 -4.896 -1.906
C 1.542 -2.201 -6.472
C -1.912 1.920 -8.309
C 1.173 2.486 1.899
C 0.203 -0.043 -3.819
C 1.240 2.977 -0.475
C -5.156 -0.859 -1.086
C -2.676 3.742 0.682
C 1.919 4.515 -2.897
C -2.595 -0.300 2.414
C -2.782 -0.798 -0.856
C 0.149 -2.330 5.010
C 3.793 2.847 0.029
C -2.730 0.603 -0.818
C -1.426 -4.929 0.493
C -1.606 -1.026 3.284
C 0.622 -1.260 4.261
C 0.587 1.964 4.356
C 0.053 3.959 -0.369
C -2.038 -2.092 4.064
C -2.227 3.489 -2.464
C -2.880 0.372 -6.749
C 1.738 3.786 2.375
H 5.500 -2.970 2.372
H -0.047 4.265 0.678
H 1.006 2.341 -1.337
H 2.051 4.419 1.550
H 3.057 -3.179 1.930
H -3.240 0.345 3.014
H 1.687 -3.835 -5.048
H 2.694 -1.687 4.591
H -0.419 3.250 -7.528
H -3.922 -2.606 -0.973
H -0.283 -0.653 -5.655
H -1.365 -2.998 1.457
H 2.236 -0.207 -6.026
H 5.200 -3.623 0.897
H -1.193 0.620 -2.535
H -1.390 3.491 -3.166
H 0.873 -1.875 -7.276
H 4.947 -0.878 1.665
H -1.863 2.332 -9.308
H -1.516 -3.579 5.515
H -2.690 4.476 -2.504
H 1.242 5.677 -0.648
H -1.547 -6.685 -0.727
H -3.441 0.501 -8.811
H 2.498 -2.417 -6.951
H -2.349 3.287 1.624
H 3.956 4.205 -2.212
H 0.017 2.893 4.428
H -6.075 -1.419 -1.188
H -3.074 -2.401 4.003
H 0.037 -3.264 -5.312
H -4.047 2.304 -0.915
H -3.583 -0.414 -6.505
H 0.062 5.370 -3.342
H -1.710 -5.426 -2.845
H 2.147 -0.208 5.354
H -0.443 7.247 -1.452
H -2.117 0.345 1.675
H -2.483 4.813 0.770
H 2.429 -0.234 3.616
H -1.350 -5.479 1.420
H 1.587 2.176 4.737
H 4.760 -1.539 0.054
H -1.694 6.010 -1.435
H 3.809 3.180 1.067
H 2.204 4.468 -3.943
H 4.744 3.127 -0.419
H -0.525 2.309 -5.245
H 0.826 -2.835 5.687
H 2.409 -1.336 -4.685
H 2.598 3.594 3.021
H -3.753 3.605 0.615
H 0.112 1.219 4.986
H 0.836 -4.243 -6.539
H 3.726 1.754 0.042
H -3.246 -0.999 1.887
H -1.714 -2.931 -2.804
H 1.008 4.333 2.975
H -6.095 1.064 -1.140
H -2.965 2.774 -2.824
H -0.939 6.528 0.076

Computed properties:
E in eV: -103849.215
Kohn-Sham gap in hartree: 0.239
Charge: +2
Relative energy (zero: lowest compared OMol25 entry of this formula, charge and spin) in kcal per mole: 0.0